Formula: C38H91N11O8
Source: OMol25
Level of theory: wB97M-V/def2-TZVPD

Values from the calculation:
F_max	2.2	eV Å⁻¹
charge	0
E_tot	-2706.600276	hartree
HOMO-LUMO gap	8.119	eV
SMILES	CC1(C)CCCC(C)(C)N1O.CC1(C)CCCC(C)(C)N1O.CC1(C)CCCC(C)(C)N1O.COC[C@H](C)N.COC[C@H](C)N.NC(N)=O.NC(N)=O.NC(N)=O
LUMO	-0.10	eV

Element x y z (Å)
C  0.069  4.530  3.850
C  0.114  6.052  4.052
C  0.744  6.376  5.432
C  1.068  6.592  2.898
C  1.024  8.094  2.713
C  -0.434  8.487  2.491
C  -1.394  8.076  3.614
C  -1.131  9.011  4.841
C  -2.837  8.293  3.076
N  -1.226  6.625  3.842
O  -2.263  6.062  4.595
H  -0.516  4.000  4.609
H  -0.404  4.214  2.918
H  1.061  4.081  3.926
H  1.598  5.730  5.641
H  1.000  7.434  5.398
H  0.107  6.213  6.304
H  2.093  6.312  3.145
H  0.740  6.039  2.017
H  1.583  8.565  3.523
H  1.583  8.287  1.795
H  -0.671  8.092  1.498
H  -0.565  9.550  2.268
H  -0.870  8.462  5.744
H  -1.882  9.786  4.970
H  -0.191  9.538  4.652
H  -2.946  9.315  2.715
H  -3.715  8.023  3.664
H  -2.999  7.593  2.249
H  -2.781  5.529  3.983
C  -3.505  -7.955  -1.225
C  -2.116  -8.527  -1.649
C  -1.711  -9.712  -0.740
C  -2.403  -9.092  -3.057
C  -2.493  -7.962  -4.066
C  -1.095  -7.398  -4.174
C  -0.739  -6.657  -2.852
C  0.790  -6.474  -2.910
C  -1.509  -5.347  -2.768
N  -1.042  -7.536  -1.668
O  -0.779  -6.945  -0.435
H  -4.316  -8.659  -1.397
H  -3.524  -7.806  -0.140
H  -3.626  -6.978  -1.686
H  -2.505  -10.444  -0.592
H  -0.736  -10.186  -0.842
H  -1.606  -9.207  0.228
H  -1.563  -9.683  -3.439
H  -3.238  -9.778  -3.197
H  -2.840  -8.360  -5.025
H  -3.283  -7.239  -3.860
H  -1.044  -6.592  -4.908
H  -0.371  -8.196  -4.324
H  1.201  -5.852  -2.110
H  0.942  -5.813  -3.769
H  1.336  -7.412  -2.940
H  -2.566  -5.617  -2.740
H  -1.416  -4.706  -3.644
H  -1.257  -4.825  -1.845
H  -1.508  -6.316  -0.316
C  -2.186  -0.109  -3.681
C  -1.577  1.304  -3.316
C  -0.856  1.068  -1.979
C  -0.547  1.734  -4.342
C  -1.071  2.304  -5.656
C  -1.988  3.467  -5.302
C  -3.096  3.080  -4.323
C  -3.739  4.385  -3.822
C  -4.195  2.366  -5.178
N  -2.589  2.360  -3.162
O  -3.637  1.925  -2.322
H  -1.480  -0.938  -3.768
H  -2.884  -0.465  -2.919
H  -2.770  -0.137  -4.603
H  -1.528  0.632  -1.237
H  -0.057  0.332  -2.061
H  -0.476  1.977  -1.508
H  0.161  2.453  -3.923
H  0.087  0.912  -4.687
H  -0.212  2.687  -6.210
H  -1.500  1.524  -6.289
H  -2.396  3.847  -6.238
H  -1.345  4.220  -4.838
H  -3.860  5.069  -4.663
H  -2.987  4.836  -3.170
H  -4.692  4.268  -3.309
H  -4.472  2.911  -6.079
H  -5.104  2.248  -4.584
H  -3.971  1.341  -5.479
H  -3.799  2.688  -1.758
C  3.367  -0.624  -1.418
O  3.844  -1.692  -0.642
C  4.328  -2.781  -1.439
C  5.200  -3.742  -0.567
C  4.471  -4.272  0.668
N  6.522  -3.243  -0.240
H  3.901  -0.492  -2.359
H  3.421  0.284  -0.808
H  2.291  -0.554  -1.621
H  3.593  -3.370  -1.992
H  5.097  -2.473  -2.154
H  5.326  -4.575  -1.268
H  4.237  -3.482  1.386
H  5.057  -4.996  1.232
H  3.487  -4.657  0.390
H  6.931  -2.631  -0.939
H  6.412  -2.577  0.526
C  -1.763  0.722  1.721
O  -0.801  -0.247  1.392
C  -1.367  -1.507  0.967
C  -0.236  -2.446  0.566
C  0.936  -2.562  1.558
N  0.238  -2.000  -0.752
H  -2.593  0.371  2.343
H  -2.208  1.142  0.813
H  -1.253  1.519  2.264
H  -1.929  -1.875  1.832
H  -2.085  -1.281  0.176
H  -0.613  -3.459  0.398
H  0.578  -2.611  2.587
H  1.454  -1.601  1.535
H  1.636  -3.373  1.375
H  0.134  -0.994  -0.806
H  1.233  -2.162  -0.862
N  5.191  -0.312  3.877
C  5.187  -0.883  2.635
N  4.000  -0.654  2.037
O  6.128  -1.483  2.118
H  5.978  -0.606  4.435
H  4.336  -0.004  4.301
H  3.342  -0.113  2.565
H  3.947  -0.910  1.053
N  3.298  2.453  2.469
C  2.723  2.752  1.289
N  1.727  1.895  0.977
O  3.088  3.676  0.568
H  2.843  1.758  3.046
H  3.976  3.102  2.827
H  1.331  1.236  1.625
H  1.355  2.005  0.049
N  0.282  -0.812  4.615
C  1.040  0.310  4.593
N  0.392  1.350  5.152
O  2.106  0.372  3.977
H  0.511  -1.631  4.084
H  -0.584  -0.731  5.111
H  -0.499  1.222  5.593
H  0.781  2.275  5.223

=====

Formula: C38H92F6N8O16S6
Source: OMol25
Level of theory: wB97M-V/def2-TZVPD

Values from the calculation:
F_max	13.4	eV Å⁻¹
charge	+2
E_tot	-6132.379453	hartree
HOMO-LUMO gap	9.568	eV
LUMO	-3.91	eV

Element x y z (Å)
C  3.433  4.328  -2.950
C  2.654  3.254  -3.722
N  2.905  1.817  -3.166
C  4.413  1.475  -3.424
C  2.762  1.826  -1.619
C  1.465  2.342  -1.101
C  1.990  0.803  -3.924
C  2.032  0.798  -5.459
O  3.319  0.420  -5.888
C  3.684  -0.924  -5.784
H  4.481  4.160  -2.702
H  2.936  4.636  -2.030
H  3.260  5.234  -3.531
H  3.096  3.270  -4.719
H  1.570  3.315  -3.812
H  4.849  1.794  -4.371
H  4.456  0.392  -3.545
H  5.023  1.850  -2.602
H  3.562  2.523  -1.369
H  2.993  0.820  -1.271
H  1.267  3.265  -1.645
H  1.462  2.551  -0.032
H  0.673  1.635  -1.352
H  0.973  0.922  -3.550
H  2.268  -0.186  -3.560
H  1.756  1.821  -5.714
H  1.189  0.206  -5.814
H  3.613  -1.286  -4.758
H  4.707  -1.196  -6.046
H  2.938  -1.484  -6.348
C  7.737  0.145  -0.761
C  7.667  1.007  0.518
N  7.249  0.192  1.817
C  8.505  -0.555  2.306
C  6.865  1.186  2.898
C  8.094  1.967  3.453
C  6.156  -0.869  1.484
C  4.757  -0.362  1.242
O  4.171  0.240  2.415
C  2.939  0.869  2.188
H  8.261  0.716  -1.527
H  6.712  -0.027  -1.089
H  8.157  -0.860  -0.730
H  6.866  1.743  0.458
H  8.572  1.606  0.621
H  8.315  -1.243  3.130
H  9.306  0.181  2.384
H  8.859  -1.207  1.508
H  6.438  0.517  3.645
H  6.119  1.907  2.562
H  8.590  2.505  2.645
H  8.787  1.333  4.008
H  7.820  2.807  4.091
H  6.172  -1.546  2.339
H  6.463  -1.504  0.653
H  4.166  -1.231  0.953
H  4.756  0.404  0.465
H  3.053  1.630  1.417
H  2.652  1.493  3.034
H  2.109  0.165  2.126
C  0.518  -1.546  3.899
C  -0.594  -2.555  3.659
N  -0.281  -4.022  4.221
C  -0.322  -4.020  5.754
C  -1.430  -4.994  3.715
C  -2.742  -4.773  4.565
C  1.102  -4.601  3.761
C  1.441  -4.611  2.295
O  0.562  -5.505  1.691
C  0.876  -5.832  0.360
H  0.351  -0.617  3.352
H  1.351  -1.844  3.261
H  0.797  -1.327  4.930
H  -0.787  -2.660  2.591
H  -1.483  -2.178  4.164
H  -1.065  -3.388  6.239
H  0.615  -3.549  6.051
H  -0.428  -5.034  6.139
H  -0.971  -5.978  3.810
H  -1.569  -4.815  2.649
H  -3.570  -5.251  4.041
H  -2.923  -3.708  4.713
H  -2.543  -5.308  5.494
H  1.231  -5.610  4.152
H  1.914  -4.039  4.224
H  2.453  -4.935  2.050
H  1.341  -3.582  1.952
H  0.744  -5.121  -0.456
H  0.133  -6.605  0.165
H  1.892  -6.219  0.285
C  -4.609  -3.525  0.765
C  -5.102  -2.623  1.842
O  -5.541  -3.023  2.892
N  -4.939  -1.118  1.561
H  -4.114  -0.914  1.015
H  -5.730  -0.900  0.972
C  -5.087  -0.349  2.890
H  -4.941  -3.267  -0.241
H  -4.924  -4.530  1.047
H  -3.521  -3.591  0.753
H  -4.965  0.690  2.585
H  -4.256  -0.683  3.512
H  -6.098  -0.496  3.270
C  -1.211  5.104  -2.088
C  -1.669  4.120  -3.140
C  -2.911  3.279  -2.665
C  -4.262  3.789  -2.167
N  -5.208  2.715  -1.448
C  -6.678  3.280  -1.438
C  -7.419  2.793  -2.669
C  -6.551  1.651  -3.262
C  -5.467  1.330  -2.136
C  -4.651  2.478  0.022
C  -4.985  3.625  0.933
C  -3.774  4.042  1.827
H  -1.082  4.515  -1.180
H  -1.897  5.897  -1.791
H  -0.359  5.746  -2.313
H  -0.898  3.451  -3.523
H  -2.050  4.658  -4.008
H  -2.473  2.619  -1.917
H  -3.281  2.710  -3.518
H  -4.870  4.188  -2.979
H  -3.979  4.577  -1.469
H  -7.096  2.949  -0.488
H  -6.658  4.367  -1.515
H  -8.433  2.620  -2.309
H  -7.603  3.634  -3.337
H  -7.154  0.754  -3.400
H  -6.166  1.958  -4.234
H  -6.061  0.654  -1.520
H  -4.505  0.868  -2.356
H  -3.583  2.334  -0.138
H  -5.136  1.555  0.340
H  -5.867  3.351  1.512
H  -5.240  4.585  0.483
H  -3.414  3.199  2.418
H  -4.135  4.720  2.600
H  -2.923  4.358  1.224
N  -2.578  -0.598  0.152
S  -1.379  0.435  0.593
O  -1.398  1.773  0.010
O  -0.082  -0.132  0.897
F  -2.047  0.631  1.996
S  -1.915  -1.209  -0.972
O  -1.191  -2.421  -0.603
O  -1.268  -0.455  -2.047
F  -3.297  -1.627  -1.690
N  -7.240  -0.327  0.367
S  -7.667  -1.572  -0.722
O  -8.611  -1.258  -1.788
O  -7.709  -2.907  -0.163
F  -6.213  -1.550  -1.474
S  -8.708  -0.107  0.650
O  -9.636  -1.077  1.131
O  -9.278  0.998  -0.099
F  -8.430  0.537  2.135
N  3.945  -1.575  -1.780
S  2.549  -2.441  -1.671
O  2.580  -3.590  -0.725
O  1.720  -2.547  -2.857
F  1.626  -1.334  -0.998
S  4.866  -2.644  -2.230
O  4.447  -3.430  -3.412
O  5.621  -3.356  -1.242
F  6.108  -1.722  -2.840